Density functional theory data (ωB97M-V/def2-TZVPD) for C36H31IrN6O7S as an isolated structure at a distorted geometry.

## Properties
HOMO-LUMO gap (spin up / spin down)   5.2 / 4.0 eV
⟨S²⟩   1.238
Relative energy (zero: lowest compared OMol25 entry of this formula, charge and spin)   357.1 kJ/mol
Total energy   -74772.988 eV
LUMO level (spin up / spin down)   -0.172 / -0.217 hartree

```
! wB97M-V def2-TZVPD RIJCOSX def2/J DEFGRID3
* xyz 1 2
Ir 0.002 -0.445 0.334
C 0.812 1.778 -2.616
O -0.113 1.030 -1.850
C -1.332 0.748 -2.370
C -1.695 0.920 -3.696
C -2.993 0.657 -4.104
C -3.958 0.250 -3.190
C -3.625 0.080 -1.864
C -2.307 0.296 -1.434
N -1.909 0.138 -0.141
N -2.795 0.018 0.809
C -2.570 0.212 2.091
C -1.257 0.649 2.585
O -0.328 0.938 1.758
C -1.052 0.655 3.984
C -2.043 0.333 4.862
C -3.353 0.010 4.422
C -4.394 -0.254 5.325
C -5.667 -0.515 4.874
C -5.932 -0.539 3.503
C -4.926 -0.317 2.594
C -3.620 -0.040 3.030
H 1.097 1.262 -3.535
H 1.690 1.889 -1.985
H 0.408 2.764 -2.862
H -0.970 1.264 -4.416
H -3.254 0.795 -5.141
H -4.971 0.082 -3.518
H -4.355 -0.234 -1.135
H -0.050 0.879 4.316
H -1.838 0.339 5.920
H -4.175 -0.246 6.382
H -6.464 -0.691 5.579
H -6.935 -0.734 3.158
H -5.130 -0.326 1.535
N 1.837 -6.932 1.154
C 2.084 -5.668 1.579
C 1.120 -4.962 2.320
C 1.316 -3.632 2.620
C 2.475 -2.994 2.203
C 3.480 -3.697 1.555
C 3.291 -5.027 1.251
S 2.505 -1.216 2.304
O 3.812 -0.674 2.498
O 1.450 -0.777 3.166
N 1.970 -0.884 0.734
C 2.801 -0.976 -0.291
N 2.295 -0.664 -1.502
C 3.059 -0.785 -2.558
C 4.392 -1.171 -2.482
C 4.844 -1.448 -1.198
N 4.068 -1.381 -0.146
H 1.044 -7.438 1.507
H 2.552 -7.451 0.672
H 0.227 -5.479 2.639
H 0.591 -3.057 3.173
H 4.398 -3.188 1.309
H 4.066 -5.595 0.758
H 2.599 -0.541 -3.507
H 5.035 -1.258 -3.339
H 5.867 -1.748 -1.015
C -2.284 -4.139 -4.998
O -2.899 -4.669 -3.844
C -2.534 -4.221 -2.635
C -3.242 -4.780 -1.548
C -2.971 -4.366 -0.277
C -2.002 -3.384 0.017
C -1.823 -2.923 1.367
C -2.704 -3.471 2.466
O -0.977 -2.087 1.715
C -1.239 -2.840 -1.077
O -0.271 -1.994 -0.983
C -1.554 -3.281 -2.388
H -2.754 -4.644 -5.840
H -1.211 -4.344 -5.009
H -2.462 -3.063 -5.080
H -3.987 -5.531 -1.756
H -3.519 -4.813 0.535
H -2.412 -4.496 2.682
H -3.751 -3.452 2.179
H -2.562 -2.862 3.356
H -0.960 -2.857 -3.183
*
```

Atomic partial charges in e from the Löwdin method, atoms 1 to 8: number 1, Ir, carries 1.595; number 2, C, carries -0.052; number 3, O, carries -0.137; number 4, C, carries -0.196; number 5, C, carries 0.010; number 6, C, carries -0.036; number 7, C, carries -0.057; number 8, C, carries 0.018